The following is a quantum chemistry calculation of a structure of composition C22H30BN8O2Ru, from the OMol25 dataset.

Last column: Mulliken spin population.
Positions of all 64 atoms, in Å:
Ru (0.588, 1.065, 0.476)  2.273
O (-3.382, -0.079, -2.972)  0.001
O (-0.967, 2.474, -5.459)  0.000
N (-2.886, 1.470, -4.746)  0.000
N (1.502, -0.426, -0.465)  0.161
N (-1.065, -0.280, 1.137)  0.242
N (-0.610, -1.582, 1.538)  0.111
N (1.463, 0.501, 2.137)  0.105
N (1.589, -0.818, 2.492)  -0.016
N (1.505, -1.672, 0.131)  0.017
N (-0.317, 2.040, -1.087)  -0.054
C (-1.228, 3.915, -2.869)  0.028
C (-3.192, 0.935, 0.871)  0.030
C (2.124, 2.745, 2.984)  -0.001
C (-3.786, 1.082, -3.697)  -0.001
C (-1.606, -2.345, 1.862)  0.204
C (2.401, 0.644, -2.545)  0.026
C (2.332, -3.974, -0.361)  -0.005
C (2.288, -0.898, 3.626)  0.109
C (-0.733, 4.326, -1.636)  -0.003
C (-1.322, 2.558, -3.169)  -0.012
C (2.545, -1.838, -1.822)  0.056
C (2.097, 1.260, 3.094)  -0.001
C (2.623, 0.411, 4.026)  0.048
C (-1.531, -3.750, 2.325)  0.009
C (-2.360, -0.240, 1.215)  0.207
C (-0.859, 1.640, -2.249)  0.039
C (2.158, -0.528, -1.659)  0.012
C (-1.713, 2.140, -4.575)  0.001
C (2.621, -2.183, 4.295)  -0.007
C (-0.278, 3.355, -0.777)  0.044
C (-2.817, -1.533, 1.679)  0.347
C (2.129, -2.533, -0.687)  0.094
B (0.965, -1.868, 1.552)  -0.095
H (-2.580, 1.808, 0.659)  -0.006
H (1.786, 0.591, -3.445)  0.002
H (3.027, -4.089, 0.472)  0.007
H (-1.544, 4.647, -3.604)  0.000
H (1.395, -4.461, -0.091)  0.007
H (-2.525, -4.171, 2.445)  -0.007
H (2.487, 3.063, 2.004)  0.003
H (-3.084, 1.201, -5.701)  0.000
H (0.160, 3.618, 0.188)  -0.007
H (1.719, -2.735, 4.560)  0.009
H (-3.597, -0.861, -3.493)  0.000
H (3.187, -1.994, 5.203)  -0.001
H (-0.673, 5.371, -1.368)  0.000
H (3.095, -2.251, -2.653)  0.003
H (-4.772, 0.947, -4.134)  0.000
H (1.151, -2.976, 1.942)  0.000
H (-3.847, 1.880, -2.960)  0.000
H (3.441, 0.653, -2.868)  0.001
H (-3.870, 1.170, 1.694)  0.004
H (2.750, -4.488, -1.222)  -0.001
H (-0.912, 0.576, -2.432)  0.001
H (-3.836, -1.855, 1.852)  -0.014
H (3.222, -2.816, 3.639)  0.009
H (-0.966, -4.358, 1.618)  0.009
H (2.201, 1.588, -2.041)  -0.003
H (-1.012, -3.802, 3.285)  0.011
H (3.194, 0.674, 4.903)  0.001
H (2.798, 3.176, 3.721)  0.000
H (1.135, 3.172, 3.170)  0.002
H (-3.807, 0.711, -0.005)  0.001

Output
* Kohn-Sham gap (alpha / beta): 0.2632 / 0.1756 hartree
* spin multiplicity: 5
* charge: +3
* DFT total energy: -42549.0969 eV
* HOMO (alpha / beta): -0.638 / -0.638 hartree
* energy above the lowest of the compared OMol25 structures with the same formula, charge and spin: 0.00 kcal per mole



The following is a quantum chemistry calculation of a structure of composition C22H30BrCl3FGeIrN6O3SSi at a distorted geometry, from the OMol25 dataset.

Last column: Mulliken spin population.
Positions of all 70 atoms, in Å:
Ir (0.240, -0.479, -0.950)  0.031
Br (-6.498, 2.449, -2.279)  0.000
Ge (-0.263, -2.882, 1.862)  0.005
Cl (1.248, -2.398, -2.168)  -0.008
Cl (-0.433, -3.814, 3.907)  0.000
Cl (2.986, -2.332, 0.100)  0.136
S (-3.302, -3.100, -2.128)  0.000
Si (3.502, -0.297, -0.923)  -0.027
F (0.907, 2.806, 0.481)  0.000
O (-0.227, -1.068, 2.458)  0.004
O (-0.933, 1.086, -2.353)  0.001
O (-0.924, 0.991, -0.170)  -0.003
N (-1.571, -1.502, -1.164)  0.000
N (-2.113, -2.166, -0.091)  0.000
N (-1.754, -1.364, -3.499)  0.000
N (0.516, 0.970, 2.932)  0.000
N (2.077, 0.583, -0.718)  -0.006
N (0.633, -0.690, 4.541)  0.000
C (-3.325, -5.373, 0.409)  0.000
C (-3.013, -3.020, -0.413)  0.000
C (-1.398, 1.470, -1.259)  0.000
C (1.696, 4.269, -1.162)  0.000
C (0.300, -0.281, 3.328)  -0.001
C (3.159, 3.470, -2.872)  0.000
C (-2.344, 3.683, -0.565)  0.000
C (-4.813, 2.956, -1.588)  0.000
C (-3.719, -3.903, 0.563)  0.000
C (2.210, 1.882, -1.271)  0.004
C (1.595, 2.987, -0.674)  -0.002
C (2.482, 4.521, -2.279)  0.000
C (2.930, -2.383, 1.803)  -0.027
C (3.013, 2.180, -2.377)  0.002
C (1.257, 0.161, 5.541)  0.000
C (-3.416, 4.561, -0.496)  0.000
C (-4.657, 4.202, -1.002)  0.000
C (2.403, -3.255, -1.165)  0.036
C (-2.093, -1.881, -2.316)  0.000
C (-3.753, 2.072, -1.683)  0.000
C (-2.520, 2.443, -1.163)  0.000
C (5.071, 0.132, -0.059)  0.008
H (0.682, -1.382, 0.190)  -0.009
H (-3.473, -3.536, 1.561)  0.000
H (1.180, 5.063, -0.638)  0.000
H (2.569, 5.526, -2.667)  0.000
H (3.019, -4.015, -1.615)  0.025
H (-1.232, -0.495, -3.503)  0.000
H (3.786, 3.637, -3.736)  0.000
H (0.397, -1.647, 4.766)  0.000
H (-3.613, -5.762, -0.568)  0.000
H (0.813, 1.688, 3.568)  0.000
H (-2.248, -5.505, 0.518)  0.000
H (-3.884, 1.108, -2.157)  0.000
H (-4.797, -3.785, 0.441)  0.000
H (-5.495, 4.882, -0.945)  0.000
H (-3.821, -5.976, 1.168)  0.000
H (-1.378, 3.955, -0.162)  0.000
H (3.732, -0.960, -2.216)  0.007
H (5.578, -0.784, 0.255)  -0.011
H (0.220, 1.227, 2.000)  0.000
H (2.182, 0.591, 5.157)  0.000
H (3.514, 1.382, -2.921)  0.001
H (1.906, -2.244, 2.135)  0.041
H (0.582, 0.957, 5.862)  0.000
H (5.735, 0.656, -0.750)  0.001
H (-2.179, -1.695, -4.346)  0.000
H (-3.288, 5.534, -0.042)  0.000
H (4.906, 0.758, 0.816)  0.000
H (4.456, -3.169, 0.121)  0.805
H (3.492, -3.239, 2.166)  -0.012
H (1.500, -0.449, 6.404)  0.000

Output
* Kohn-Sham gap (alpha / beta): 0.2447 / 0.2535 hartree
* spin multiplicity: 2
* charge: +1
* DFT total energy: -226766.5891 eV
* HOMO (alpha / beta): -0.359 / -0.368 hartree
* energy above the lowest of the compared OMol25 structures with the same formula, charge and spin: 290.84 kcal per mole



The following is a quantum chemistry calculation of an isolated molecule of C22H30FN3O3, from the OMol25 dataset.

Last column: Löwdin charge in e.
Positions of all 59 atoms, in Å:
F (-6.211, 1.838, -6.536)  0.051
O (-0.001, -1.259, 2.336)  0.059
O (0.545, 0.597, -0.946)  0.079
O (-4.863, 0.062, -0.529)  0.081
N (-3.334, 1.128, -1.882)  0.016
N (1.903, -1.924, 1.341)  -0.038
N (0.224, 1.176, 1.213)  0.117
C (-1.945, 1.543, -1.810)  -0.093
C (-3.769, 0.531, -0.734)  -0.421
C (-4.072, 1.290, -3.060)  -0.182
C (-0.172, 1.039, -0.071)  -0.447
C (-6.186, 1.404, -4.215)  0.001
C (1.835, 1.076, 3.035)  -0.121
C (3.217, 0.609, 3.509)  -0.426
C (-2.621, 0.538, 0.264)  -0.021
C (-1.599, 1.518, -0.319)  -0.181
C (3.113, -1.728, 0.575)  -0.146
C (2.827, -1.968, -0.909)  -0.164
C (-5.510, 1.655, -5.395)  -0.283
C (2.297, -3.387, -1.099)  -0.200
C (-3.414, 1.539, -4.265)  -0.015
C (-4.130, 1.723, -5.433)  -0.008
C (1.076, -3.611, -0.209)  -0.165
C (3.342, 0.811, 5.018)  -0.075
C (1.064, -0.981, 1.805)  -0.410
C (4.333, 1.366, 2.793)  -0.071
C (1.416, -3.290, 1.246)  -0.138
C (-5.466, 1.225, -3.050)  0.005
C (1.432, 0.509, 1.674)  -0.214
H (-1.725, 2.509, 0.126)  0.155
H (4.325, 0.501, 5.363)  0.077
H (0.730, -4.642, -0.284)  0.112
H (3.077, -4.106, -0.833)  0.112
H (2.186, 0.692, 0.910)  0.131
H (3.527, -0.736, 0.738)  0.101
H (2.084, -1.242, -1.244)  0.098
H (5.305, 0.975, 3.086)  0.080
H (2.196, -3.965, 1.615)  0.129
H (3.741, -1.821, -1.487)  0.114
H (3.314, -0.461, 3.297)  0.130
H (-2.217, -0.476, 0.329)  0.139
H (-3.627, 1.915, -6.368)  0.118
H (4.298, 2.421, 3.056)  0.083
H (-2.985, 0.810, 1.254)  0.132
H (2.032, -3.551, -2.144)  0.110
H (-2.338, 1.581, -4.307)  0.105
H (2.594, 0.226, 5.547)  0.079
H (-0.486, 1.309, 1.919)  0.148
H (-5.985, 1.023, -2.129)  0.104
H (-1.291, 0.839, -2.340)  0.130
H (-1.822, 2.537, -2.245)  0.138
H (3.849, -2.459, 0.932)  0.131
H (0.534, -3.377, 1.881)  0.120
H (1.820, 2.167, 2.983)  0.129
H (1.080, 0.758, 3.758)  0.123
H (3.204, 1.859, 5.273)  0.082
H (4.247, 1.284, 1.713)  0.064
H (0.267, -2.953, -0.532)  0.118
H (-7.263, 1.354, -4.213)  0.119

Output
* Kohn-Sham gap: 0.3304 hartree
* DFT total energy: -36633.6052 eV
* HOMO: -0.307 hartree
* energy above the lowest of the compared OMol25 structures with the same formula, charge and spin: 6.50 kcal per mole
* SMILES: CC(C)C[C@H](NC(=O)[C@@H]1CC(=O)N(c2ccc(F)cc2)C1)C(=O)N1CCCCC1



The following is a quantum chemistry calculation of an isolated molecule of C22H30N2O4 at a distorted geometry, from the OMol25 dataset.

Last column: Löwdin charge in e.
Positions of all 58 atoms, in Å:
O (-1.641, -3.560, -1.715)  -0.183
O (-2.043, 3.226, -0.937)  -0.030
O (1.365, 3.899, 0.023)  0.032
O (2.859, 0.598, -2.552)  0.075
N (2.439, 3.085, -0.138)  0.118
N (3.544, 0.259, -0.429)  -0.047
C (-3.442, 0.066, 0.111)  -0.054
C (0.731, 2.289, -1.349)  0.079
C (-3.184, 1.203, -0.635)  -0.206
C (0.337, 3.420, -0.696)  -0.239
C (3.305, -2.044, 0.368)  -0.124
C (2.081, 2.120, -0.945)  -0.177
C (-3.877, 1.475, -1.932)  -0.029
C (-0.922, -2.394, -1.382)  -0.227
C (0.160, -2.604, -0.319)  -0.160
C (-1.165, 0.480, 3.098)  -0.047
C (2.375, -0.120, 1.677)  -0.116
C (-2.240, 2.118, -0.150)  -0.217
C (3.547, 0.583, 0.976)  -0.137
C (-0.991, 4.102, -0.630)  -0.107
C (-1.858, 0.731, 1.792)  -0.285
C (2.888, 0.949, -1.385)  -0.419
C (-1.589, 1.877, 1.052)  0.023
C (3.917, -1.116, -0.695)  -0.124
C (-2.560, -3.980, -0.740)  -0.113
C (2.029, -1.453, 0.984)  -0.296
C (0.899, -1.297, -0.047)  -0.156
C (-2.789, -0.175, 1.308)  -0.060
H (-3.006, -1.071, 1.872)  0.114
H (-0.434, 1.255, 3.312)  0.075
H (-4.459, 2.393, -1.860)  0.087
H (0.170, -0.571, 0.325)  0.105
H (-3.146, 1.618, -2.726)  0.084
H (-3.149, -4.774, -1.196)  0.089
H (3.500, 1.663, 1.107)  0.102
H (-1.048, 4.890, -1.389)  0.147
H (1.499, 0.530, 1.663)  0.094
H (-1.892, 0.461, 3.909)  0.084
H (1.672, -2.150, 1.751)  0.136
H (4.499, 0.230, 1.381)  0.129
H (-4.538, 0.655, -2.198)  0.079
H (0.850, -3.373, -0.672)  0.119
H (1.287, -0.914, -0.989)  0.107
H (-0.659, -0.484, 3.083)  0.076
H (3.559, -1.361, -1.697)  0.120
H (-4.172, -0.642, -0.253)  0.110
H (-2.064, -4.375, 0.154)  0.082
H (0.167, 1.660, -2.003)  0.134
H (4.024, -2.211, 1.173)  0.114
H (-1.116, 4.569, 0.358)  0.143
H (-0.298, -2.959, 0.607)  0.110
H (3.090, -3.012, -0.083)  0.110
H (5.009, -1.207, -0.695)  0.128
H (2.640, -0.295, 2.720)  0.116
H (-0.866, 2.580, 1.439)  0.117
H (-0.456, -2.074, -2.317)  0.132
H (-3.223, -3.159, -0.442)  0.078
H (-1.615, -1.605, -1.047)  0.106

Output
* Kohn-Sham gap: 0.3442 hartree
* DFT total energy: -34469.7540 eV
* HOMO: -0.318 hartree
* energy above the lowest of the compared OMol25 structures with the same formula, charge and spin: 78.88 kcal per mole
* SMILES: COCCCC1CCN(C(=O)c2cc(COc3cc(C)ccc3C)on2)CC1



The following is a quantum chemistry calculation of an isolated molecule of C22H30N4O2, from the OMol25 dataset.

Last column: Löwdin charge in e.
Positions of all 58 atoms, in Å:
O (-5.955, -0.396, -1.079)  -0.034
O (4.921, -0.536, 1.568)  0.077
N (5.091, -0.394, -0.693)  0.166
N (3.478, 1.425, -0.393)  -0.051
N (3.278, 2.661, -0.843)  0.084
N (-0.271, 0.689, 1.481)  -0.171
C (-7.671, -0.391, 0.644)  -0.037
C (7.101, -2.614, -0.519)  -0.104
C (-4.342, -0.242, 0.763)  -0.015
C (-1.123, 1.747, 0.958)  -0.156
C (4.613, 0.902, -0.909)  -0.236
C (4.283, 2.942, -1.647)  -0.149
C (-4.816, 0.079, -0.506)  -0.264
C (-4.067, 0.948, -1.301)  -0.001
C (-2.410, 1.171, 0.430)  -0.236
C (-6.845, -1.220, -0.341)  -0.437
C (2.470, 0.804, 0.439)  -0.267
C (5.166, 1.864, -1.736)  -0.015
C (5.295, -1.004, 0.513)  -0.440
C (-3.154, 0.303, 1.216)  -0.029
C (5.979, -2.328, 0.447)  -0.185
C (1.968, 1.800, 1.483)  -0.116
C (-7.741, -1.905, -1.368)  -0.041
C (5.780, -3.278, -0.706)  -0.105
C (0.834, 1.157, 2.291)  -0.180
C (-2.882, 1.482, -0.838)  -0.036
C (0.192, -0.239, 0.471)  -0.173
C (1.301, 0.326, -0.427)  -0.105
H (-8.336, -1.038, 1.209)  0.082
H (1.232, 0.290, 2.829)  0.124
H (-6.274, -1.989, 0.202)  0.137
H (7.408, -1.839, -1.206)  0.098
H (0.574, -1.123, 0.992)  0.125
H (7.928, -3.204, -0.154)  0.103
H (-7.025, 0.143, 1.337)  0.071
H (-1.350, 2.418, 1.793)  0.131
H (5.695, -4.328, -0.473)  0.102
H (-7.138, -2.486, -2.061)  0.081
H (1.618, 2.701, 0.977)  0.103
H (0.451, 1.866, 3.028)  0.118
H (-0.664, -0.542, -0.136)  0.119
H (-4.439, 1.187, -2.285)  0.116
H (2.787, 2.075, 2.148)  0.123
H (5.146, -2.969, -1.524)  0.100
H (-8.445, -2.564, -0.869)  0.081
H (-8.290, -1.156, -1.933)  0.083
H (-2.319, 2.152, -1.473)  0.112
H (5.581, -0.774, -1.489)  0.132
H (-8.264, 0.338, 0.098)  0.086
H (-4.884, -0.914, 1.410)  0.104
H (-2.786, 0.046, 2.197)  0.117
H (2.926, -0.046, 0.951)  0.128
H (6.070, 1.791, -2.305)  0.092
H (-0.641, 2.347, 0.170)  0.116
H (6.063, -2.761, 1.436)  0.144
H (0.924, 1.170, -1.007)  0.111
H (1.635, -0.444, -1.126)  0.117
H (4.342, 3.898, -2.130)  0.097

Output
* Kohn-Sham gap: 0.3214 hartree
* DFT total energy: -33355.7174 eV
* HOMO: -0.296 hartree
* energy above the lowest of the compared OMol25 structures with the same formula, charge and spin: 80.24 kcal per mole
* SMILES: CC(C)Oc1ccc(CN2CCC(n3nccc3NC(=O)C3CC3)CC2)cc1



The following is a quantum chemistry calculation of an isolated molecule of C22H30N4O2, from the OMol25 dataset.

Last column: Löwdin charge in e.
Positions of all 58 atoms, in Å:
O (-1.710, 0.356, -4.682)  0.055
O (0.519, -0.393, 1.925)  -0.129
N (-0.756, -0.151, -2.682)  0.074
N (2.604, -2.098, 0.975)  -0.092
N (1.976, -1.650, -1.769)  -0.176
N (-1.928, 1.816, -2.976)  0.123
C (0.657, -2.932, 4.599)  -0.101
C (1.900, -2.331, 2.149)  -0.155
C (0.173, 3.120, -0.246)  -0.085
C (-1.454, 0.645, -3.530)  -0.557
C (2.243, -3.461, 2.896)  -0.028
C (-0.787, 3.689, 0.570)  -0.072
C (1.346, -1.444, -3.054)  -0.170
C (0.892, -1.489, 2.674)  -0.188
C (-0.459, 0.477, 2.434)  -0.072
C (1.729, -2.937, -1.155)  -0.169
C (0.300, -1.798, 3.889)  -0.033
C (-0.197, -1.413, -3.100)  -0.147
C (-3.146, 4.291, 1.125)  -0.046
C (2.753, -0.799, 0.368)  -0.135
C (1.782, -0.590, -0.800)  -0.173
C (-1.551, 2.430, -1.772)  -0.206
C (-2.528, 2.995, -0.943)  -0.166
C (1.631, -3.770, 4.094)  -0.101
C (2.735, -3.144, -0.013)  -0.142
C (-0.204, 2.505, -1.423)  -0.040
C (-3.975, 2.904, -1.329)  -0.032
C (-2.133, 3.645, 0.228)  -0.236
H (-4.152, 2.029, -1.951)  0.079
H (0.538, 2.104, -2.096)  0.109
H (1.217, 3.171, 0.024)  0.108
H (1.991, 0.368, -1.277)  0.117
H (3.748, -3.108, -0.428)  0.127
H (-0.489, 4.185, 1.483)  0.110
H (0.759, -0.577, -0.390)  0.109
H (-0.470, -1.159, 4.291)  0.099
H (-2.652, 4.832, 1.928)  0.076
H (-2.583, 2.309, -3.565)  0.151
H (3.777, -0.743, -0.023)  0.128
H (-4.608, 2.830, -0.449)  0.074
H (-0.149, 0.921, 3.385)  0.101
H (0.172, -3.149, 5.538)  0.099
H (-4.279, 3.790, -1.887)  0.095
H (0.709, -3.018, -0.736)  0.126
H (2.618, -0.020, 1.115)  0.123
H (-0.566, 1.266, 1.689)  0.071
H (3.029, -4.101, 2.526)  0.110
H (-3.801, 3.542, 1.572)  0.084
H (-0.605, -2.222, -2.484)  0.117
H (2.567, -4.119, 0.441)  0.112
H (-0.526, -1.559, -4.132)  0.119
H (1.860, -3.719, -1.907)  0.124
H (-3.767, 4.989, 0.566)  0.086
H (1.724, -0.503, -3.462)  0.124
H (-1.422, -0.027, 2.565)  0.100
H (-0.663, 0.125, -1.719)  0.105
H (1.685, -2.254, -3.706)  0.117
H (1.927, -4.655, 4.637)  0.100

Output
* Kohn-Sham gap: 0.2937 hartree
* DFT total energy: -33356.7633 eV
* HOMO: -0.272 hartree
* energy above the lowest of the compared OMol25 structures with the same formula, charge and spin: 56.12 kcal per mole
* SMILES: COc1ccccc1N1CCN(CCNC(=O)Nc2cccc(C)c2C)CC1